No. 1
{
  "formula": "C6H12N2O",
  "method": "ωB97M-V with the def2-TZVPD basis set",
  "gap_ev": 9.90,
  "relative_energy_kj_mol": 1311.6,
  "lumo_energy_ev": 0.435,
  "homo_ev": -9.4633,
  "e_tot_ha": -420.084327,
  "elements": ["C", "C", "C", "C", "C", "C", "H", "H", "H", "H", "H", "H", "H", "H", "H", "H", "H", "H", "N", "N", "O"],
  "positions_angstrom": [[-0.23633, 1.67683, -0.89408], [0.05862, 0.34883, 0.09813], [0.82465, 0.95160, 1.18867], [-0.52297, -0.76471, 0.39394], [-1.75139, -1.23919, -0.21638], [1.66430, -1.51436, -0.04327], [-0.13737, 1.27082, -2.15610], [0.69384, 2.58585, -0.51924], [-1.35599, 2.04096, -0.74320], [0.65791, 0.40904, 2.51476], [0.64405, 2.42425, 1.32565], [2.22165, 0.65679, 0.85380], [-0.35339, -0.92863, 1.51909], [-1.89662, -2.42960, 0.03953], [-1.62853, -1.27686, -1.27072], [-3.21376, 0.49443, -0.49963], [1.57442, -2.52575, 0.63527], [2.62767, -0.01822, -1.41950], [0.47009, -0.79770, -0.48908], [2.80220, -0.83719, -0.44201], [-3.14306, -0.52718, 0.12437]]
}

No. 2
{
  "formula": "C31H52I2N2O5RuS2Si",
  "method": "ωB97M-V with the def2-TZVPD basis set",
  "gap_ev": [7.98, 6.72],
  "relative_energy_kj_mol": 13.2,
  "lumo_energy_ev": [-2.267, -3.968],
  "total_charge": 1,
  "s_squared": 8.7778,
  "homo_ev": [-10.2427, -10.6886],
  "e_tot_ha": -3474.240289,
  "spin_multiplicity": 6,
  "elements": ["Ru", "I", "C", "C", "C", "I", "C", "O", "C", "C", "N", "C", "C", "C", "C", "C", "C", "N", "C", "H", "H", "H", "H", "H", "H", "H", "H", "H", "H", "H", "C", "C", "C", "C", "O", "Si", "S", "O", "C", "C", "C", "C", "O", "C", "C", "C", "C", "H", "H", "H", "H", "H", "H", "H", "H", "H", "H", "H", "H", "H", "H", "H", "H", "H", "H", "H", "H", "H", "H", "H", "H", "H", "H", "H", "C", "C", "C", "S", "O", "C", "C", "C", "H", "H", "H", "H", "H", "H", "H", "H", "H", "H", "H", "H", "H", "H"],
  "positions_angstrom": [[0.43802, -1.50411, 0.13531], [5.02560, 1.97377, 3.47580], [3.94305, 0.41102, 2.65401], [4.14158, 0.06457, 1.32557], [3.39595, -0.96885, 0.77770], [3.38369, -1.36622, -1.25266], [2.49467, -1.70895, 1.55423], [1.82485, -2.75591, 1.07156], [2.21503, -1.24390, 2.85551], [0.97083, -1.81486, 3.46406], [-0.16054, -1.46622, 2.56389], [-1.33077, -2.32188, 2.76798], [-2.34458, -2.04036, 1.69428], [-3.67872, -1.78918, 1.95842], [-4.53486, -1.53991, 0.89537], [-4.02626, -1.54769, -0.39135], [-2.67682, -1.79782, -0.56800], [-1.85274, -2.05145, 0.44754], [2.95332, -0.21898, 3.40786], [4.85054, 0.60703, 0.71843], [0.79732, -1.43431, 4.47537], [1.02152, -2.90341, 3.50659], [-0.41183, -0.49006, 2.71321], [-1.77547, -2.20931, 3.76403], [-0.98559, -3.35623, 2.67150], [-4.03197, -1.78878, 2.97896], [-5.58043, -1.33284, 1.07408], [-4.65186, -1.34392, -1.24685], [-2.22814, -1.77895, -1.55262], [2.73301, 0.12535, 4.40978], [-3.15414, 4.55204, -0.30283], [-2.46246, 4.06980, -1.56718], [-1.55007, 5.14595, -2.13169], [-3.47304, 3.61710, -2.60852], [-1.70288, 2.88223, -1.23552], [-0.23367, 2.66228, -0.60223], [-0.14509, 0.49933, -0.70285], [-0.05586, 3.23439, 0.89945], [-0.49217, 2.85891, 2.21296], [0.60282, 1.98174, 2.79775], [-1.81686, 2.10971, 2.13651], [-0.64322, 4.14716, 3.00575], [0.89197, 3.31386, -1.55979], [2.24306, 3.77672, -1.32972], [2.18630, 5.11825, -0.61610], [2.99784, 2.74185, -0.51452], [2.85500, 3.91829, -2.71375], [-3.75447, 5.43629, -0.51604], [-2.42240, 4.81683, 0.45982], [-3.81320, 3.77839, 0.09159], [-2.14912, 5.99727, -2.45627], [-0.98751, 4.77029, -2.98340], [-0.84376, 5.50202, -1.38277], [-4.12677, 4.44247, -2.88827], [-4.08570, 2.80835, -2.21237], [-2.96411, 3.26054, -3.50202], [0.79818, 1.13627, 2.13362], [0.32348, 1.61303, 3.78660], [1.53412, 2.53827, 2.89823], [-1.71692, 1.17882, 1.57145], [-2.57642, 2.71627, 1.64523], [-2.16849, 1.87590, 3.14353], [0.29741, 4.69490, 3.01601], [-0.92742, 3.93155, 4.03489], [-1.40944, 4.78312, 2.56610], [1.66781, 5.02878, 0.33661], [1.67066, 5.85406, -1.23122], [3.19455, 5.48458, -0.42510], [2.58423, 2.64749, 0.48927], [4.04659, 3.02492, -0.41625], [2.94091, 1.77280, -1.01091], [2.28004, 4.62358, -3.31100], [2.86090, 2.95691, -3.22568], [3.87950, 4.28146, -2.64210], [-2.42607, -4.81182, -2.59608], [-1.88817, -5.72250, -1.50521], [-0.37306, -5.88496, -1.56543], [0.50006, -4.68394, -0.57048], [0.19463, -3.31451, -1.19215], [2.19216, -5.09150, -1.00442], [2.57334, -4.90495, -2.47544], [2.69605, -6.20762, -3.25365], [-3.50182, -4.67925, -2.49424], [-2.23763, -5.24134, -3.58024], [-1.94533, -3.83661, -2.57066], [-2.33257, -6.71459, -1.61389], [-2.18035, -5.37279, -0.51080], [-0.00600, -5.84787, -2.59027], [-0.05448, -6.82954, -1.11901], [2.31164, -6.12791, -0.68231], [2.77609, -4.46434, -0.33135], [3.53311, -4.38907, -2.49471], [1.86186, -4.22614, -2.95390], [3.38664, -6.89378, -2.76399], [3.07787, -6.02240, -4.25622], [1.74344, -6.72496, -3.36243]]
}

What is the formula in the first record?
C6H12N2O

Copy entry 1 word for word.
{
  "formula": "C6H12N2O",
  "method": "ωB97M-V with the def2-TZVPD basis set",
  "gap_ev": 9.90,
  "relative_energy_kj_mol": 1311.6,
  "lumo_energy_ev": 0.435,
  "homo_ev": -9.4633,
  "e_tot_ha": -420.084327,
  "elements": ["C", "C", "C", "C", "C", "C", "H", "H", "H", "H", "H", "H", "H", "H", "H", "H", "H", "H", "N", "N", "O"],
  "positions_angstrom": [[-0.23633, 1.67683, -0.89408], [0.05862, 0.34883, 0.09813], [0.82465, 0.95160, 1.18867], [-0.52297, -0.76471, 0.39394], [-1.75139, -1.23919, -0.21638], [1.66430, -1.51436, -0.04327], [-0.13737, 1.27082, -2.15610], [0.69384, 2.58585, -0.51924], [-1.35599, 2.04096, -0.74320], [0.65791, 0.40904, 2.51476], [0.64405, 2.42425, 1.32565], [2.22165, 0.65679, 0.85380], [-0.35339, -0.92863, 1.51909], [-1.89662, -2.42960, 0.03953], [-1.62853, -1.27686, -1.27072], [-3.21376, 0.49443, -0.49963], [1.57442, -2.52575, 0.63527], [2.62767, -0.01822, -1.41950], [0.47009, -0.79770, -0.48908], [2.80220, -0.83719, -0.44201], [-3.14306, -0.52718, 0.12437]]
}